# 1
30
Properties=species:S:1:pos:R:3:lowdin_charge:R:1 method="wB97M-V/def2-TZVPD" homo_lumo_gap_ev=7.76 lumo_ev=0.164 smiles="CC(C)=C1C(=C(C)C)C1=C(C)C" max_force_ha_per_bohr=0.095 charge=0 e_above_lowest_kcal_mol=98.15 total_energy_ev=-12731.3306
C -1.48013 0.15206 -2.75419 -0.040
C -0.48364 0.98347 -1.91344 -0.227
C 0.32276 2.17160 -2.48877 -0.058
C -0.15562 0.53910 -0.67201 -0.110
C 0.50282 0.50553 0.53714 -0.097
C 1.54438 0.88624 1.37821 -0.250
C 2.52963 1.87712 0.74937 -0.055
C 1.65967 0.47237 2.80453 -0.067
C -0.60231 -0.44420 0.36193 -0.032
C -1.32197 -1.53961 0.78902 -0.221
C -2.07899 -2.38771 -0.37439 -0.045
C -1.03246 -2.30311 2.04284 -0.079
H -0.93846 -0.74562 -3.04992 0.080
H -2.36715 -0.15239 -2.20826 0.060
H -1.76139 0.58583 -3.67443 0.050
H 1.30951 1.61207 -2.81689 0.120
H -0.07915 2.70751 -3.36221 0.066
H 0.55699 2.90189 -1.72361 0.054
H 2.22128 2.32340 -0.12527 0.017
H 3.46968 1.33350 0.49933 0.088
H 2.88876 2.66055 1.51621 0.104
H 0.90296 1.03949 3.37839 0.092
H 1.43606 -0.62250 2.94225 0.074
H 2.68966 0.68171 3.19083 0.086
H -2.62076 -3.17095 -0.01241 0.012
H -2.82889 -1.80331 -0.94674 0.057
H -1.36686 -2.77491 -1.18198 0.099
H -0.57583 -3.20867 1.73399 0.065
H -0.36083 -1.82516 2.86159 0.095
H -1.97974 -2.45530 2.51890 0.063

---

# 2
40
Properties=species:S:1:pos:R:3:lowdin_charge:R:1 method="wB97M-V/def2-TZVPD" homo_lumo_gap_ev=1.84 lumo_ev=-17.119 max_force_ha_per_bohr=0.099 charge=+3 e_above_lowest_kcal_mol=12.24 total_energy_ev=-37722.4413
Al -27.30001 -5.61549 18.61766 1.320
C -28.63511 -5.87948 25.34670 0.014
C -29.66193 -5.44257 24.27691 -0.208
C -29.96859 -3.89135 24.26069 0.034
O -29.32951 -3.44603 23.00680 0.150
C -28.88574 -4.51979 22.31160 -0.378
O -28.54265 -4.52843 21.09075 0.089
O -28.88122 -5.64637 23.09269 0.095
H -28.83220 -5.59275 26.37967 0.117
H -27.64282 -5.50611 25.09357 0.093
H -28.40096 -6.94402 25.34951 0.075
H -30.60174 -5.98896 24.35654 0.177
H -29.47772 -3.40827 25.10553 0.161
H -31.02759 -3.64554 24.33948 0.158
C -25.02116 -7.69485 25.35861 0.067
C -25.22804 -8.55774 23.97563 -0.127
C -26.65272 -9.09611 23.72593 -0.101
O -27.16707 -8.44736 22.62210 0.089
C -26.21888 -7.60138 22.08657 -0.311
O -26.37128 -6.77228 21.10779 -0.004
O -25.06470 -7.56774 22.89844 0.142
H -25.86799 -7.87646 26.02041 0.082
H -25.16886 -6.61677 25.29506 0.088
H -24.11310 -7.94452 25.90741 0.101
H -24.52637 -9.32729 23.65385 0.186
H -27.34181 -8.90544 24.54868 0.136
H -26.76568 -10.16764 23.56105 0.161
C -33.25426 -9.55170 17.12358 0.037
C -31.85452 -9.43595 16.51831 -0.226
C -31.57297 -8.73311 15.24260 -0.024
O -30.43332 -7.94048 15.56257 0.142
C -30.04943 -8.08817 16.91013 -0.423
O -29.09997 -7.50121 17.39466 0.037
O -31.03231 -8.75488 17.55405 0.151
H -33.92348 -9.84766 16.31571 0.118
H -33.63520 -8.74911 17.75510 0.112
H -33.16363 -10.31175 17.89961 0.105
H -31.34128 -10.39733 16.53930 0.199
H -32.41897 -8.09674 14.98294 0.190
H -31.33410 -9.48954 14.49505 0.180